(1)
86
Properties=species:S:1:pos:R:3:forces:R:3 method="wB97M-V/def2-TZVPD" max_force_ev_per_a=1.00 s_squared=0.779 homo_ev="-14.65 / -14.65" multiplicity=2 charge=+3 de_lowest_ev=1.0162
Ir 0.231256 -0.199803 -0.303727 -1.0 -0.2 0.0
C -0.780913 -1.872736 5.649934 0.0 0.0 0.0
C -1.284590 -0.584986 5.534508 0.0 0.0 0.0
C -1.086100 0.141645 4.367497 -0.1 0.0 -0.1
C -0.383625 -0.433046 3.309186 -0.1 -0.1 0.0
C 0.123210 -1.730044 3.430139 0.2 0.0 0.0
C -0.075658 -2.447087 4.597856 0.0 0.0 0.0
P 0.122104 0.552367 1.889138 0.0 0.1 0.1
C -0.807926 2.096435 1.938937 0.0 0.0 0.0
C -0.230124 3.313206 2.291043 0.0 0.0 0.0
C -1.007038 4.466533 2.306538 0.0 0.0 0.0
C -2.351913 4.405773 1.964851 0.0 0.0 0.0
C -2.927474 3.193198 1.598746 0.0 0.0 0.0
C -2.156658 2.042068 1.581406 0.0 0.0 0.0
C 1.861665 0.853308 2.243382 0.0 0.1 0.0
C 2.384920 1.327620 3.437683 0.0 0.0 0.0
C 3.766807 1.416033 3.606124 0.0 0.0 0.0
C 4.614467 0.995826 2.599403 0.0 0.0 0.0
C 4.098764 0.478536 1.397686 0.0 0.0 0.0
C 4.941866 0.007515 0.365966 0.0 0.0 0.0
C 4.404080 -0.552533 -0.793070 0.0 0.0 0.0
C 3.038243 -0.636456 -0.968729 0.0 0.0 0.1
C 2.135557 -0.125858 0.001676 0.2 -0.1 -0.1
C 2.697695 0.417019 1.222529 0.1 -0.1 -0.1
H -0.926028 -2.427604 6.567765 0.0 0.0 0.0
H -1.826576 -0.138206 6.357466 0.0 0.0 0.0
H -1.483015 1.145832 4.287263 0.0 0.0 0.0
H 0.711576 -2.167635 2.628461 0.0 0.0 0.0
H 0.324300 -3.448221 4.693758 0.0 0.0 0.0
H 0.817061 3.364868 2.562447 0.0 0.0 0.0
H -0.568637 5.408101 2.613209 0.0 0.0 0.0
H -2.958342 5.302039 1.996494 0.0 0.0 0.0
H -3.977350 3.146969 1.340155 0.0 0.0 0.0
H -2.613196 1.096841 1.303606 0.0 0.0 0.0
H 1.724313 1.613061 4.248255 0.0 0.0 0.0
H 4.173861 1.793917 4.534377 0.0 0.0 0.0
H 5.687961 1.041533 2.738512 0.0 0.0 0.0
H 6.016942 0.069525 0.488046 0.0 0.0 0.0
H 5.065358 -0.929905 -1.562093 0.0 0.0 0.0
H 2.662065 -1.114497 -1.860047 0.0 0.0 0.0
S 2.148700 2.117415 -5.195896 0.0 0.1 0.0
C 2.463191 2.555365 -6.819375 0.0 0.0 0.0
C 1.900068 1.681289 -7.692578 0.0 -0.1 0.0
C 1.193077 0.638326 -7.036727 0.0 0.0 -0.1
C 1.233331 0.733080 -5.675788 -0.1 -0.1 0.1
C 0.602704 -0.146842 -4.689738 0.1 0.1 0.0
C 0.872559 0.024855 -3.321553 0.0 0.0 -0.1
N 0.276640 -0.672845 -2.371076 -0.2 0.1 0.0
C -0.625759 -1.619616 -2.709991 0.0 -0.1 0.1
C -0.905548 -1.927251 -4.041687 0.0 0.0 -0.1
C -1.840874 -2.984474 -4.322412 0.0 0.1 -0.1
C -2.447804 -3.649206 -3.319892 0.0 0.0 0.1
C -2.197112 -3.311819 -1.940697 0.0 0.0 -0.1
C -2.823052 -3.963133 -0.872376 -0.1 -0.1 0.0
C -2.586489 -3.583199 0.438278 0.0 0.1 0.1
C -1.700195 -2.507342 0.635120 -0.1 0.1 0.0
N -1.070672 -1.878623 -0.357068 0.5 -0.5 0.1
C -1.302548 -2.287205 -1.646174 0.1 0.0 0.0
C -3.217923 -4.234712 1.581197 0.0 0.1 0.0
C -3.117631 -3.892723 2.907049 0.0 0.1 0.0
C -3.861747 -4.743277 3.754351 0.0 0.0 0.0
C -4.513338 -5.717802 3.056118 0.0 0.0 0.0
S -4.232702 -5.607428 1.383431 0.0 -0.1 0.0
C -0.283267 -1.152857 -5.031392 -0.1 -0.1 0.0
H 3.055385 3.429322 -7.042889 0.0 0.0 0.0
H 1.991869 1.770847 -8.764829 0.0 0.0 0.0
H 0.686463 -0.154720 -7.569706 0.0 0.0 0.0
H 1.612639 0.746542 -2.995821 -0.1 0.1 0.0
H -2.050336 -3.230963 -5.355477 0.0 0.0 0.0
H -3.151904 -4.443603 -3.532373 0.0 0.0 0.0
H -3.519074 -4.765789 -1.088966 0.0 0.0 0.0
H -1.522354 -2.127655 1.629117 0.1 0.0 0.0
H -2.539390 -3.054984 3.272213 0.0 0.0 0.0
H -3.920635 -4.642985 4.827939 0.0 0.0 0.0
H -5.150430 -6.496344 3.446962 0.0 0.0 0.0
H -0.526457 -1.338160 -6.070330 0.0 0.0 0.0
N 1.086127 5.019667 -1.496172 0.0 -0.3 0.1
C 0.112885 3.887548 -1.619250 -0.1 -0.1 0.0
C 0.756902 2.667052 -0.953849 0.0 0.2 0.1
O -0.026304 1.641642 -0.975464 0.7 0.7 0.0
O 1.882074 2.762803 -0.496283 -0.2 -0.1 -0.1
H 1.355239 5.416303 -2.395846 0.0 0.0 0.0
H 1.913245 4.579701 -1.037931 0.1 0.1 0.0
H 0.739354 5.772477 -0.902136 0.0 0.0 0.0
H -0.082419 3.674567 -2.668586 0.0 0.1 0.0
H -0.825394 4.135583 -1.127841 0.0 0.0 0.0

=====

(2)
21
Properties=species:S:1:pos:R:3:forces:R:3 method="wB97M-V/def2-TZVPD" max_force_ev_per_a=6.06 homo_ev=-7.19 multiplicity=1 de_lowest_ev=4.4183
C 0.714458 2.743330 0.065774 5.0 2.3 2.6
C -0.543700 2.098404 2.833629 -0.5 0.6 -4.1
C -0.016989 -1.840890 -2.534741 -1.2 1.4 -1.3
C 0.014872 -2.286577 0.619651 0.3 -2.7 0.9
C -0.582495 -0.972250 -1.434595 -0.2 1.2 1.8
C 0.263893 -1.347823 -0.241211 1.5 3.3 -0.3
S 0.842436 1.761712 1.392759 -2.0 -0.3 -0.3
H 1.722581 3.293596 -0.160944 -1.8 -0.9 1.1
H 0.312472 2.624766 -0.838959 -2.7 -1.2 -2.8
H -0.462356 1.307248 3.515097 -0.1 -1.1 1.0
H -0.202420 3.036553 3.204215 0.0 0.7 0.5
H 1.028188 -1.942545 -2.419777 1.2 -0.5 0.6
H -0.509734 -2.810457 -2.535744 0.1 0.0 -0.6
H -0.038915 -1.200712 -3.441084 -0.7 -1.2 -0.2
H -0.869098 -2.863759 0.503320 -1.1 -0.2 -0.3
H 0.664911 -2.895354 1.275119 0.2 1.5 0.0
H -1.531242 2.179173 2.235775 1.6 -0.2 1.3
H -0.435731 0.119791 -1.687708 -0.1 -1.1 0.4
H -1.644930 -1.059556 -1.094580 0.6 -0.4 -1.0
H 1.145505 -0.638856 -0.166468 -0.4 -1.5 -0.1
H 0.128291 0.694208 0.910473 0.4 0.1 0.8

=====

(3)
148
Properties=species:S:1:pos:R:3:forces:R:3 method="wB97M-V/def2-TZVPD" max_force_ev_per_a=2.93 homo_ev=-11.65 multiplicity=1 charge=+2
Li -4.620461 -0.912886 -2.363886 0.5 -0.4 0.8
Li -4.571412 -0.338182 0.783285 0.7 -0.6 -0.1
Li -1.793675 0.046919 -4.570014 1.0 -0.6 -0.4
Li -2.406694 0.686844 -2.158794 1.1 0.5 1.2
O -3.293549 -0.635553 -0.901462 -1.7 -0.2 -2.2
C -2.058027 -1.380255 -0.841873 0.8 2.6 1.2
C -1.157411 -1.546226 -2.074021 0.3 -2.3 -0.2
O -0.878618 -0.487641 -2.930137 -2.0 1.1 0.1
H -2.169896 -2.281999 -0.246540 0.0 -0.3 -0.4
H -1.436716 -0.685886 -0.238397 0.1 -0.5 0.3
H -1.444886 -2.477952 -2.617676 -0.5 0.4 -0.2
H -0.245282 -1.934560 -1.576226 0.1 0.4 0.0
C 2.364299 -2.150559 -4.371250 0.2 -0.7 -0.1
O 3.392986 -2.530531 -4.901534 -0.4 0.5 0.3
N 2.007506 -0.830063 -4.213721 -0.2 -0.5 -0.1
N 1.414172 -3.058158 -3.920190 0.2 0.4 -0.3
H 2.698748 -0.138456 -4.436026 0.1 0.0 0.1
H 1.195294 -0.624834 -3.652417 0.0 0.3 0.1
H 1.702620 -4.019666 -3.895804 0.0 0.0 0.0
H 0.578739 -2.788078 -3.436882 0.1 0.0 0.2
C -0.755861 3.083975 -1.541450 1.0 -0.5 -0.6
O -1.885463 2.555117 -1.619527 -0.2 -0.1 -0.2
N -0.440390 4.147615 -0.787155 -0.4 -0.3 -0.3
N 0.289229 2.587470 -2.290815 -0.7 0.5 0.4
H 0.516582 4.451045 -0.771041 -0.1 0.3 0.1
H -1.128565 4.548037 -0.168440 0.0 -0.2 0.2
H 0.088308 1.797928 -2.879712 0.2 -0.3 0.3
H 1.227105 2.742785 -1.964119 0.1 -0.1 -0.3
C -1.023915 2.525757 -6.206155 0.0 -0.4 0.0
O -1.105511 1.110200 -5.983875 0.2 0.4 0.2
C -0.400148 0.344093 -6.962661 -0.2 -0.3 -0.2
C -0.627321 -1.149281 -6.680369 0.5 1.1 -0.1
N -1.946775 -1.376428 -6.073258 0.0 -0.6 0.1
C -2.040412 -2.793372 -5.616589 0.0 0.5 -0.5
C -2.218568 -3.763992 -6.762500 0.4 -0.7 0.1
O -3.467788 -3.469212 -7.336137 0.1 -0.1 -0.3
C -3.991622 -4.524829 -8.152509 -0.4 0.3 0.9
H -1.731556 2.971646 -5.511834 0.1 0.2 0.0
H -1.312319 2.763355 -7.231393 -0.1 0.0 0.0
H -0.009032 2.885936 -6.035520 0.0 0.0 0.1
H 0.675691 0.535920 -6.921987 -0.1 0.2 0.0
H -0.769863 0.645970 -7.948051 0.0 -0.1 0.0
H 0.151946 -1.448266 -5.978445 -0.2 -0.2 0.1
H -0.437726 -1.655370 -7.630218 -0.2 -0.3 0.1
H -2.652623 -1.244482 -6.796367 -0.1 0.0 0.1
H -2.938720 -2.911561 -5.005226 0.1 0.1 0.2
H -1.136086 -2.978104 -5.040893 -0.1 -0.3 0.1
H -2.157386 -4.794846 -6.378430 -0.3 0.1 0.1
H -1.415128 -3.736902 -7.511356 0.0 0.4 0.0
H -4.393009 -5.297795 -7.487914 0.1 -0.1 -0.1
H -3.246551 -4.964035 -8.812801 0.0 0.2 -0.2
H -4.829812 -4.082036 -8.681310 0.1 -0.1 -0.3
C -4.841538 -2.351679 3.352299 -0.5 -0.8 -0.2
O -4.275213 -1.304079 2.576337 -0.3 0.8 -0.1
C -3.532405 -0.326261 3.338245 0.6 -1.2 -0.3
C -3.066093 0.743280 2.381453 -0.2 0.9 1.6
N -4.222082 1.346328 1.701848 0.2 -0.7 -0.9
C -4.003102 2.536838 0.886503 -0.1 2.0 0.9
C -3.610996 3.816910 1.694294 -0.7 -0.4 0.7
O -2.299185 4.229611 1.489982 0.7 0.1 -0.7
C -1.979479 5.511585 2.027521 -0.1 -0.5 0.6
H -4.281110 -3.279014 3.215075 0.2 0.1 0.1
H -5.856342 -2.543512 2.995837 0.1 0.1 0.0
H -4.919777 -2.141492 4.418796 0.2 0.3 -0.1
H -2.649441 -0.846834 3.725960 0.0 0.2 0.2
H -4.105914 0.024536 4.199640 -0.2 0.2 -0.2
H -2.296873 0.340360 1.723619 -0.4 0.1 -0.4
H -2.567241 1.480007 3.028026 0.2 0.0 -0.2
H -4.972808 1.528094 2.358146 0.2 0.1 0.2
H -4.985173 2.834861 0.514279 0.0 -0.4 -0.5
H -3.286710 2.476975 0.068160 -0.1 -0.7 0.0
H -3.750321 3.611947 2.769867 -0.1 0.0 0.0
H -4.324862 4.611227 1.444228 0.2 0.1 -0.1
H -2.056645 5.483692 3.120329 -0.2 0.1 0.0
H -2.640050 6.282933 1.628114 0.1 0.1 -0.1
H -0.930635 5.699558 1.806765 -0.1 0.1 -0.2
C 0.587190 -7.484554 -2.371740 -0.3 0.1 0.0
O -0.171181 -6.287982 -2.231253 0.5 0.0 0.2
C -1.234464 -6.433201 -1.312077 -0.5 0.0 -0.7
C -1.651474 -5.036514 -0.872297 0.4 0.4 0.8
N -1.962189 -4.950783 0.561436 0.4 0.1 0.1
C -0.786986 -5.116332 1.406674 0.1 -0.6 1.0
C -1.188947 -4.978491 2.888367 -0.6 0.1 -0.5
O -0.091614 -4.762113 3.721019 0.3 0.1 0.2
C 0.586827 -5.978443 4.066115 -0.4 0.6 -0.5
H 1.398325 -7.290095 -3.067363 -0.1 0.0 -0.1
H -0.057541 -8.283692 -2.751471 0.2 -0.1 0.0
H 1.024975 -7.797299 -1.417961 -0.1 0.0 0.0
H -0.947384 -7.073461 -0.476261 0.0 0.1 0.1
H -2.070459 -6.915681 -1.836154 0.0 -0.2 0.2
H -2.533933 -4.672028 -1.400912 0.1 -0.1 -0.2
H -0.790333 -4.388572 -1.103111 -0.1 0.0 -0.2
H -2.273887 -4.005635 0.764415 -0.4 -0.1 -0.2
H 0.030684 -4.394347 1.259784 -0.1 0.1 -0.4
H -0.377245 -6.118562 1.277048 0.1 0.1 -0.2
H -1.790923 -5.832018 3.226370 0.1 -0.1 -0.1
H -1.869246 -4.114860 2.938495 0.3 0.1 0.3
H -0.026097 -6.516721 4.788194 0.2 -0.2 0.1
H 1.557095 -5.699672 4.460479 0.0 0.0 0.2
H 0.743886 -6.566519 3.160065 0.0 -0.3 0.1
C 6.543310 4.177584 1.476425 0.4 0.5 0.4
O 7.653949 3.360866 1.170037 -0.5 -0.4 0.0
C 7.737550 2.206961 2.001205 1.2 0.8 -0.6
C 6.835846 1.066070 1.622568 -1.5 -0.5 0.8
N 5.500985 1.175781 2.289030 0.8 0.7 -0.5
C 4.841089 -0.084894 2.521351 0.1 0.1 0.3
C 4.304561 -0.654371 1.232408 -0.3 -0.2 -0.2
O 3.113684 0.045314 0.892949 -0.5 -0.3 0.5
C 2.374859 -0.612236 -0.093504 0.4 0.2 -1.1
H 5.598346 3.632904 1.535497 0.0 -0.1 -0.3
H 6.532246 4.973290 0.733995 -0.3 -0.1 -0.1
H 6.691041 4.679104 2.448450 0.0 -0.2 0.0
H 7.649815 2.549193 3.040995 -0.2 -0.4 0.1
H 8.775071 1.891172 1.862829 -0.1 -0.1 0.1
H 7.285130 0.113611 1.942094 0.2 0.1 -0.1
H 6.679965 1.021521 0.544598 0.3 0.1 -0.1
H 5.657654 1.723623 3.123548 -0.3 -0.3 0.3
H 3.991127 0.071452 3.187822 0.0 0.0 0.0
H 5.492724 -0.814555 3.029557 0.1 -0.1 -0.2
H 4.083205 -1.723989 1.348536 0.0 0.1 0.1
H 5.011820 -0.562882 0.399951 0.1 0.0 0.1
H 2.920498 -0.500444 -1.046078 -0.3 -0.2 -0.1
H 1.397058 -0.140465 -0.211548 0.0 0.2 0.2
H 2.201118 -1.685957 0.055607 0.2 0.0 0.4
C 0.954048 6.755322 8.903552 -0.3 -0.3 0.0
O 0.936858 6.949566 7.507521 0.0 -0.1 -0.1
C 1.550438 5.886578 6.800121 -0.2 0.9 -0.1
C 1.681215 6.341106 5.352139 0.8 0.4 -0.2
N 1.996012 5.306631 4.378343 -0.6 -0.4 -0.1
C 0.990230 4.239544 4.277389 0.9 -0.3 -0.1
C 1.194078 3.525343 2.956868 0.1 -0.1 0.2
O 0.441431 2.323587 2.987522 0.1 -0.3 -0.5
C 0.069735 1.872112 1.708907 -1.2 -0.4 -0.3
H 0.519048 7.641344 9.357035 0.2 0.1 0.1
H 1.966668 6.560954 9.271235 0.0 0.2 0.0
H 0.327695 5.899591 9.196134 0.1 0.0 -0.1
H 0.948754 4.973679 6.876564 0.2 -0.1 0.2
H 2.566247 5.775535 7.199792 -0.1 -0.6 0.1
H 2.502252 7.063678 5.316607 0.0 0.0 0.0
H 0.823544 6.919583 5.003482 -0.3 -0.3 0.2
H 2.866192 4.839231 4.605958 0.2 0.3 0.0
H -0.025794 4.627168 4.334320 0.0 0.1 0.2
H 1.149618 3.476901 5.048907 -0.4 0.1 0.1
H 2.251480 3.265983 2.836862 0.1 0.2 -0.1
H 0.894141 4.179600 2.131442 0.0 -0.1 -0.1
H -0.994225 2.108492 1.587513 0.2 0.4 -0.4
H 0.075916 0.783033 1.571990 0.6 0.0 0.6
H 0.626241 2.289871 0.869917 0.3 0.2 0.2

=====

(4)
18
Properties=species:S:1:pos:R:3:forces:R:3 method="wB97M-V/def2-TZVPD" max_force_ev_per_a=6.08 homo_ev=-12.55 multiplicity=1 smiles=[NH3+]CCc1c[nH]cn1 charge=+1 de_lowest_ev=1.9620
N -0.906546 1.260699 -1.729882 4.4 3.5 -2.3
C 0.371225 1.617936 -0.946504 3.0 -0.2 0.1
C 0.318701 1.135122 0.557619 -0.4 1.8 -0.3
C 0.101370 -0.381284 0.727409 1.0 0.1 0.2
C 0.885369 -1.177829 1.531652 -0.2 0.7 -1.8
N 0.415766 -2.516143 1.255192 -0.8 1.1 1.8
C -0.759696 -2.376588 0.483499 1.9 -0.2 -0.4
N -0.819239 -1.116379 0.009868 -1.2 -0.9 1.0
H -1.050579 0.407931 -1.337680 -1.5 -4.6 0.6
H -1.589917 1.888274 -1.468920 -2.2 1.6 0.8
H -0.736613 1.384568 -2.773829 -0.4 -0.9 1.7
H 1.261223 1.049332 -1.409645 -1.7 0.6 0.3
H 0.693918 2.707428 -1.043641 -1.1 -1.3 0.1
H 1.279397 1.571131 1.029186 -1.3 -1.3 -0.7
H -0.459415 1.803145 1.049934 0.5 -1.2 -0.3
H 1.820564 -0.626188 1.872801 -1.0 -2.2 0.3
H 0.577333 -3.307026 1.932842 -0.2 1.2 -1.3
H -1.402860 -3.324126 0.260097 1.3 2.3 0.2